[1]
This record from the Open Molecules 2025 dataset describes a molecular structure, C2H2CuLiO2 at a distorted geometry. The level of theory is ωB97M-V/def2-TZVPD.

```
8
Properties=species:S:1:pos:R:3:forces:R:3:lowdin_charge:R:1
O 0.73088 -1.29613 -1.80288 -0.2684 0.2950 0.3354 -0.537
Li -0.73960 -2.25274 -1.85807 0.3474 0.4581 0.2374 0.803
H 0.59652 2.21374 1.91152 -0.3152 -0.2561 -0.2097 -0.019
Cu 0.98615 0.31005 -0.53510 -1.2369 0.0158 1.0894 0.421
C -1.06164 0.89510 1.60976 -0.8951 -1.4871 -0.6336 -0.471
H 1.48641 -1.54442 -2.33592 0.1875 0.1747 0.0445 -0.062
C 0.05102 1.46444 1.34593 1.3277 -0.2014 -1.0955 -0.121
O -2.04973 0.20998 1.66476 0.8529 1.0009 0.2322 -0.014
```
Positions in Å, forces in eV/Å.

Calculated values
LUMO in eV: -1.25
Total charge: 0
Kohn-Sham gap in eV: 5.835
HOMO energy in eV: -7.08

=====

[2]
This record from the Open Molecules 2025 dataset describes a molecular structure, C25H22GeSbSe4Tc. The level of theory is ωB97M-V/def2-TZVPD.

```
54
Properties=species:S:1:pos:R:3:forces:R:3:lowdin_charge:R:1
C 0.79382 -1.57067 -0.29301 -0.0152 -0.1355 -0.1801 -0.240
Se -3.38649 -4.55117 -4.96606 -0.0805 0.0054 -0.0731 0.184
H 3.80760 1.09135 -5.13595 -0.0016 -0.0024 -0.0017 0.120
H -2.63639 -0.23791 1.91162 -0.0618 -0.0855 -0.0176 0.107
Se -5.41034 -3.61880 -1.14273 -0.3031 -0.0419 -0.0812 0.206
H -0.83132 -4.80165 1.12577 -0.0395 -0.0163 0.0006 0.135
H 2.14116 2.44865 4.39242 0.0049 0.0049 0.0064 0.119
H 0.04135 0.62972 -3.17974 -0.0328 -0.0123 0.0054 0.053
C -2.55806 -3.48572 0.89059 0.1675 -0.0270 0.2040 -0.191
Sb -3.86345 -3.89091 -2.82550 0.3830 -0.0503 0.1029 0.207
C 2.37011 1.75985 3.59063 0.0078 -0.0039 0.0331 -0.052
H 4.93381 1.32678 -2.94940 0.0012 -0.0008 -0.0051 0.119
C -3.22732 3.35550 0.08460 0.0161 -0.0041 -0.0353 -0.041
C 3.76458 0.03870 2.65302 0.0111 -0.0252 -0.0017 -0.054
C 1.74315 0.90088 -1.87620 -0.0416 0.1158 0.1453 -0.314
Ge 0.79954 0.94183 -0.20451 -0.0517 -0.1184 0.1379 1.139
C 2.98334 0.02530 1.50979 -0.0370 -0.0291 0.0111 -0.125
H -2.90081 3.80430 -1.98745 -0.0054 0.0040 -0.0018 0.120
C 3.12762 1.09597 -1.82415 -0.0036 0.0075 0.0166 -0.096
C -2.27364 -1.24716 1.78132 0.0552 0.1345 0.1179 -0.129
C 1.58097 1.74505 2.44950 -0.0115 0.0291 -0.0194 -0.104
H -1.20142 1.47240 2.03117 0.0019 0.0374 -0.0742 0.087
H 1.36401 0.75143 -5.24155 0.0009 -0.0056 -0.0031 0.117
C 1.85613 0.84173 -4.28252 -0.0051 -0.0072 -0.0236 -0.052
C 1.87584 0.87279 1.39795 -0.1199 0.0459 -0.1422 -0.309
H -3.27019 2.78736 2.15435 -0.0149 0.0033 0.0097 0.118
H -0.46810 -0.92143 2.93799 -0.0297 0.0038 -0.0330 0.132
C -0.88434 1.85942 -0.07426 0.1495 0.0057 -0.0060 -0.339
H -3.12021 -4.21026 0.31897 -0.0452 0.0545 0.0691 0.046
H 4.07103 0.91679 4.58511 0.0025 0.0044 0.0005 0.120
H 0.75557 2.44171 2.37577 0.0199 0.0076 -0.0139 0.094
C -1.36714 2.53533 -1.19707 0.0218 -0.0413 -0.0171 -0.120
C -1.24433 -3.82631 1.33767 0.1115 -0.0420 0.0358 -0.141
Se -2.08958 -0.92636 -1.79119 0.2134 0.0304 -0.0852 0.240
C 3.23105 1.03412 -4.22246 0.0044 0.0002 0.0093 -0.041
H -4.03012 -1.93795 0.71475 -0.0127 -0.0190 0.0063 0.073
H 0.41696 -3.20990 2.57465 -0.0072 -0.0085 0.0225 0.138
H -0.82321 2.50546 -2.13345 -0.0041 0.0018 0.0171 0.098
H -4.13312 3.94309 0.14983 -0.0031 0.0017 -0.0014 0.121
H 3.63358 1.22061 -0.87454 -0.0053 0.0013 0.0037 0.097
C -2.53735 3.27664 -1.11617 -0.0630 0.0244 0.0217 -0.048
C -2.74529 2.69959 1.21224 -0.0034 -0.0075 0.0254 -0.057
C -1.05556 -1.63871 2.37645 0.0833 0.0445 0.1057 -0.112
C 3.86566 1.16386 -2.99590 0.0152 -0.0034 -0.0103 -0.049
H 3.26203 -0.64198 0.70308 0.0024 0.0000 -0.0180 0.091
H 1.81241 -1.57770 -0.67437 0.0536 -0.0633 0.1343 0.024
C 1.11045 0.77908 -3.11775 -0.0051 -0.0559 0.0283 -0.115
Tc -0.83593 -1.95064 0.11386 -0.4476 -0.2036 -0.3933 0.780
Se -1.32623 -3.10523 -2.12014 -0.0515 0.3445 -0.2147 0.185
H 4.62163 -0.61707 2.72702 0.0063 0.0022 0.0034 0.118
C -0.54953 -2.93736 2.17464 0.0497 0.0510 0.0546 -0.106
C -3.07026 -2.22058 1.12010 0.0982 0.0147 0.1216 -0.157
C 3.45573 0.90350 3.69556 -0.0040 0.0089 0.0165 -0.044
C -1.57937 1.95668 1.13564 0.0257 0.0204 -0.0136 -0.150
```
Positions in Å, forces in eV/Å.

Calculated values
LUMO in eV: -7.50
Total charge: +2
Kohn-Sham gap in eV: 6.684
HOMO energy in eV: -14.19

=====

[3]
This record from the Open Molecules 2025 dataset describes 2 unconnected molecules or ions with the total composition C12H24NO4S at a distorted geometry. The level of theory is ωB97M-V/def2-TZVPD.

```
42
Properties=species:S:1:pos:R:3:forces:R:3:lowdin_charge:R:1
O -4.44753 -3.03973 1.03133 0.1236 0.1322 -0.0790 -0.095
H 2.19082 3.00431 0.48905 0.0317 -0.1206 0.3439 0.120
C 0.60228 2.15582 -0.62826 0.0946 0.0399 0.3524 -0.202
H -5.68149 -2.06293 2.32457 0.0140 0.0050 -0.0516 0.127
C 2.99892 2.53344 -1.42972 -0.3837 -0.5271 0.4232 -0.151
H 2.33474 1.26392 0.25486 0.4058 -0.0358 -0.0852 0.094
H 0.46647 1.68107 -1.60221 0.1468 -0.0551 -0.0866 0.114
H -3.26021 -3.62357 3.35817 -0.1653 -0.1363 0.0980 0.121
O 4.23955 -0.21808 0.27734 -1.9470 -0.5370 0.5137 0.116
C -5.03056 -2.93547 2.34102 0.0895 -0.2736 0.0412 -0.217
H 7.14413 0.28895 0.41542 0.1716 0.1729 -0.1346 0.095
O 5.09022 1.29130 -1.13875 -0.2086 -0.4794 -0.5654 0.013
H -4.34305 -2.63768 4.36768 0.0217 0.0420 -0.0007 0.128
C 3.87121 1.37854 -1.89220 -0.0885 1.0893 -0.6673 -0.168
C -2.89392 -0.73235 -1.11678 0.6841 -2.4376 -1.6619 -0.186
H 2.38004 2.85370 -2.27032 0.0336 0.0428 -0.0785 0.115
O -3.16570 -1.59644 3.05419 -0.0507 0.1265 0.0033 -0.074
H -3.05410 0.43893 -2.92218 -0.3912 -0.1430 -0.3763 0.080
H 3.34053 0.43193 -1.93991 -0.0132 -0.1675 0.4130 0.130
H 4.17197 1.59961 -2.91501 0.2901 -0.0275 -0.0327 0.126
N -1.69791 -0.38297 -0.34257 -1.7002 0.2981 -0.6150 0.076
S -2.59054 1.88176 -1.13782 -0.0671 0.0562 0.3182 1.095
C -3.93245 -2.75673 3.36635 0.2041 0.1353 -0.2245 -0.235
C 2.08369 2.20086 -0.23626 -0.4634 0.4788 -0.0911 -0.181
H -3.59894 -1.38314 -0.59232 -0.0664 0.6605 0.5209 0.113
H 0.33498 0.49687 0.68845 -0.0695 -0.0839 0.4429 0.124
H -2.48822 -1.39847 -1.88627 -0.2020 -0.3025 0.0664 0.132
H 0.21729 3.17130 -0.71018 -0.1206 0.0522 -0.1743 0.118
H -1.15882 -1.12037 0.09123 0.2453 0.3084 0.1451 0.185
H -3.11076 -1.57635 2.09088 -0.0396 -0.0542 0.0897 0.045
H -4.52326 0.42951 -1.85035 -0.2234 0.5956 -0.1175 0.096
C -1.46051 0.88497 -0.30198 0.2670 0.2570 0.8426 -0.531
C -0.24701 1.37055 0.40991 0.1646 0.4080 -1.1971 -0.132
C 6.53110 -0.37065 -0.19515 0.1900 0.3336 -0.0489 0.030
H -3.99036 -3.88836 0.98369 -0.1096 0.0240 -0.0317 0.097
C 5.15729 0.22354 -0.32740 1.8354 -0.1869 0.2190 -0.556
H 3.63187 3.37341 -1.16506 0.2305 0.0763 -0.1364 0.120
C -3.44776 0.44127 -1.91910 1.1895 0.2066 1.3537 -0.323
H 6.47957 -1.31633 0.32446 -0.2103 -0.1674 0.0604 0.086
H -0.51039 1.97858 1.26869 0.0082 0.0008 0.1849 0.142
H -5.62989 -3.82452 2.54840 -0.0356 0.0484 0.0813 0.125
H 6.99668 -0.51004 -1.16593 0.1142 0.1451 -0.0574 0.090
```
Positions in Å, forces in eV/Å.

Calculated values
LUMO in eV: -3.54
Total charge: +1
Kohn-Sham gap in eV: 9.021
HOMO energy in eV: -12.56

=====

[4]
This record from the Open Molecules 2025 dataset describes 2 unconnected molecules or ions with the total composition C4H5NO2 at a distorted geometry. The level of theory is ωB97M-V/def2-TZVPD.

```
12
Properties=species:S:1:pos:R:3:forces:R:3:lowdin_charge:R:1
C -1.11134 0.90498 -0.04042 -3.7252 2.9793 3.2352 -0.058
H -2.72435 -0.25540 0.10150 -1.4912 -1.0735 -0.0320 0.136
H 1.61821 1.81973 -0.85251 -2.2576 -0.4199 3.9231 0.231
C 0.25787 0.70558 0.04112 -3.6029 1.9505 -1.5537 -0.427
O 1.02606 1.75013 0.07929 5.2619 2.6766 -3.3326 0.031
C -0.84924 -1.19206 -0.11021 3.2478 -5.2498 -0.0492 -0.109
H -1.07248 -2.25269 -0.02966 0.2126 0.1701 -0.2783 0.131
N -1.75219 -0.31383 0.06020 0.1359 4.3601 -0.6281 0.014
H 2.04716 -1.57004 1.21428 -2.0296 1.5775 -5.4240 0.287
O 1.70411 -1.27517 -0.03112 0.0407 -0.7325 4.0350 -0.129
H -1.83938 1.75734 0.43548 2.5014 -1.5789 -1.7113 0.170
C 0.43517 -0.60213 -0.16979 1.7062 -4.6594 1.8158 -0.277
```
Positions in Å, forces in eV/Å.

Calculated values
LUMO in eV: 0.15
Total charge: 0
Kohn-Sham gap in eV: 8.038
HOMO energy in eV: -7.89

=====

[5]
This record from the Open Molecules 2025 dataset describes 5 unconnected molecules or ions with the total composition C32H40BF4N2S. The level of theory is ωB97M-V/def2-TZVPD.

```
80
Properties=species:S:1:pos:R:3:forces:R:3:lowdin_charge:R:1
H -6.87552 -2.08433 2.54466 -0.0759 0.0028 0.0278 0.082
H 7.39548 4.28811 -1.32997 -0.0169 0.0222 -0.2071 0.095
C -3.59553 -2.55484 3.21829 -0.0866 -0.0374 -0.0159 -0.068
C 1.71629 -1.93253 3.90030 0.0323 -0.1042 0.0421 -0.086
C -0.19263 1.32467 -6.14624 -0.0676 -0.0233 -0.0513 -0.114
H -1.10872 1.11449 -6.68348 0.0026 0.0010 0.0079 0.093
H -1.06132 2.88705 -4.95922 0.0020 -0.0003 0.0247 0.099
C 2.13547 0.86630 -5.74160 0.0779 -0.1032 -0.0711 -0.012
C 2.14170 1.85808 -4.77704 -0.0821 -0.0424 -0.0460 -0.283
F 3.26712 2.11634 -4.11230 -0.2044 -0.0035 -0.4282 0.062
H 2.40069 -1.28160 3.37243 -0.0249 0.0126 -0.0134 0.071
H 1.81676 3.34232 0.37870 0.0209 -0.0058 0.2699 0.094
C 1.00404 2.58764 -4.48196 -0.0826 0.1241 0.0879 -0.010
C 4.54927 0.73190 -1.96506 0.6013 0.2408 -0.2065 -0.160
C 1.53450 1.35833 -0.32084 -0.8162 -0.0513 0.0848 -0.539
B 4.72511 2.31863 -1.41018 -0.3316 -0.6902 0.4795 -0.638
H 3.04407 0.31597 -5.94630 0.0132 0.0107 0.0561 0.118
H -11.93419 -2.32564 -1.89344 0.0064 0.0010 -0.0005 0.099
H 7.85770 2.63412 2.33590 0.0775 0.0883 0.0748 0.054
S 1.91410 0.30704 1.12193 0.3873 -0.0800 0.4558 0.713
C -0.16634 2.31854 -5.17661 0.0856 -0.0868 -0.0507 -0.093
H -5.26697 -1.93032 4.40850 0.0028 -0.0027 -0.0040 0.100
C -11.38952 -1.96522 0.14911 0.0850 0.0081 -0.1078 -0.086
N 6.23291 2.52316 -1.14771 -0.0844 0.4389 -0.3548 -0.028
H 0.47584 1.60346 -0.26334 -0.1568 -0.0542 0.0075 0.060
H 0.93849 -0.17959 -7.17677 0.0201 -0.0024 -0.0023 0.098
H 5.16128 0.67822 -2.87495 -0.0278 0.0479 -0.1660 0.080
C 2.32112 2.66248 -0.30977 0.1002 -0.2568 0.0060 -0.303
H 6.79919 -0.28013 -1.80968 0.0733 -0.1043 0.0647 0.020
F -3.66804 -3.41157 -0.29274 -0.0009 -0.0126 -0.0277 0.053
C -11.14553 -2.02540 -1.21632 -0.0539 -0.0161 -0.0284 -0.100
H 8.14669 2.00989 0.71439 0.0110 -0.1250 -0.1276 0.064
C 0.48716 -1.44432 4.31859 -0.1022 0.2138 -0.0217 -0.017
C 0.95806 0.59881 -6.42496 -0.0401 0.1092 0.0744 -0.096
H 4.07232 1.74509 0.65859 -0.2247 -0.0080 0.2267 0.051
C 2.06628 -3.25176 4.15727 0.0322 -0.0304 0.0008 -0.084
H -10.54699 -1.53851 2.08988 0.0275 0.0205 -0.0055 0.117
H 0.74616 -0.30301 1.39650 -0.1021 0.2353 -0.4420 -0.165
H 1.45854 -5.11334 5.03440 -0.0135 -0.0041 0.0177 0.101
H -9.69713 -1.75037 -2.77521 0.0179 0.0161 -0.0009 0.105
C 7.42664 2.53456 1.33519 0.2222 0.0161 0.3343 -0.140
H 5.72146 4.51992 -0.78112 0.0632 0.2715 -0.2194 0.086
H -6.10257 -2.77662 0.28545 0.0217 -0.0203 -0.0051 0.107
H -0.73652 -4.23076 5.80611 -0.0171 0.0246 -0.0147 0.114
C -3.16455 -2.95528 1.96097 0.1743 -0.0509 -0.0359 -0.008
H -7.89438 -1.04636 -1.21376 0.0039 -0.0017 0.0352 0.120
H 7.96983 4.53295 0.88579 -0.1461 0.3964 0.0055 0.081
H -2.88649 -2.48731 4.03445 -0.2094 -0.0376 -0.2236 0.079
H 0.19316 -0.42126 4.12106 0.0092 -0.0067 0.0090 0.118
H 1.66039 0.77528 -1.22565 0.3232 -0.0605 -0.0815 0.049
H 6.25362 4.28094 1.37420 0.1466 0.4162 0.2027 0.081
C -9.89022 -1.70050 -1.71210 -0.0796 -0.0139 0.0946 -0.082
H 6.55030 1.90546 1.43572 -0.1212 -0.1311 -0.2176 0.056
C -4.93326 -2.24049 3.42659 0.0370 -0.0194 -0.0067 -0.085
C 1.18850 -4.08422 4.83770 0.0403 0.1147 -0.0544 -0.088
C 5.11142 -0.27015 -1.03677 -0.2425 -0.0840 0.0305 -0.319
H 3.02418 -3.62874 3.82494 -0.0051 0.0081 -0.0119 0.105
C 6.59550 3.86573 -0.71802 0.2379 -0.4162 0.7625 -0.265
C 3.82124 2.55042 -0.03969 0.4393 0.1313 -0.4224 -0.185
H 4.27028 3.04110 -2.28763 0.0639 0.3914 -0.0291 0.081
C -10.38049 -1.58532 1.02182 -0.0390 0.0054 0.1982 -0.017
H 6.74636 2.30560 -1.99410 0.0035 -0.0373 0.0710 0.079
H 3.53184 0.49500 -2.27169 -0.1779 -0.0389 0.1989 0.060
F -1.56899 -1.81664 5.40994 0.1548 0.0851 0.2278 0.024
C -0.36715 -2.28872 4.99762 0.2744 -0.0788 -0.0842 -0.293
H 2.18381 3.10072 -1.30207 0.0179 0.0657 -0.1387 0.084
C -4.08235 -3.02561 0.93148 -0.0538 0.0805 0.2148 -0.286
N 6.29800 -0.73036 -1.03689 0.1906 -0.0512 -0.0157 0.048
C -8.87774 -1.31112 -0.84766 0.1851 0.0361 -0.0832 -0.017
C -5.84097 -2.32040 2.37846 0.3759 -0.1465 0.2005 -0.088
H 4.46429 -0.64586 -0.24100 -0.1098 0.0163 0.0639 0.070
F -8.15715 -0.89127 1.34888 -0.2111 0.1514 -0.1140 0.045
C -5.41374 -2.71284 1.11824 -0.1482 -0.0074 -0.1509 -0.018
C -9.14114 -1.26281 0.50650 -0.1642 -0.0456 -0.1608 -0.282
C -0.03963 -3.60126 5.26793 -0.1623 -0.1374 0.1006 -0.028
H -12.36815 -2.21507 0.53650 0.0067 -0.0076 0.0222 0.103
H 4.11774 3.47477 0.46380 0.1547 0.0877 0.0371 0.075
H 1.04421 3.35132 -3.71666 0.0634 -0.0172 0.0079 0.116
H -2.12879 -3.21068 1.77648 -0.0094 0.0180 -0.0238 0.119
C 7.08353 3.90769 0.77522 -0.3947 -0.6545 -0.3534 -0.248
```
Positions in Å, forces in eV/Å.

Calculated values
LUMO in eV: 1.92
Total charge: -1
Kohn-Sham gap in eV: 5.704
HOMO energy in eV: -3.78

=====

[6]
This record from the Open Molecules 2025 dataset describes 2 unconnected molecules or ions with the total composition C4H9N2O3 at a distorted geometry. The level of theory is ωB97M-V/def2-TZVPD.

```
18
Properties=species:S:1:pos:R:3:forces:R:3:lowdin_charge:R:1
H 1.90837 1.32197 -0.81740 0.0843 0.0767 -0.0462 0.059
H 0.77230 1.89036 0.42271 -0.0469 0.0867 -0.0166 0.072
O -4.52210 1.27504 -0.83510 -0.8095 0.1627 -0.4989 -0.099
N -0.67926 -2.30375 -0.53268 0.3731 -0.1245 -0.4518 -0.024
O -0.76389 0.22150 1.92747 -0.2163 0.3508 0.2519 -0.004
H -1.21307 -3.16354 -0.48678 0.2609 0.1905 0.0367 0.063
H -2.55044 0.94006 -1.15570 -0.4804 -0.0427 0.3917 0.100
H 1.84732 -0.11311 1.32233 -0.0423 -0.0604 0.0181 0.104
H 1.51883 -1.00392 -0.17577 0.0099 -0.0047 0.1727 0.080
C 1.13855 -0.23107 0.49907 -0.5279 0.0277 0.0285 -0.174
C 0.99632 1.08500 -0.27173 0.0708 -0.1091 0.0932 -0.098
H -1.72692 0.39201 1.62025 0.2391 0.0155 -0.1719 0.068
C -0.23551 -0.61606 1.02977 0.1423 -0.5144 -1.0349 -0.484
H 0.16885 1.01065 -0.97586 -0.0095 0.0434 -0.0715 0.071
H 0.30602 -2.47778 -0.72796 -0.1186 -0.0742 0.2243 0.051
O -3.08051 0.79109 0.79451 0.2579 -0.0884 0.8726 -0.125
C -3.41527 0.99678 -0.39437 1.1788 0.0123 -0.3528 -0.666
N -0.97850 -1.54116 0.57479 -0.3657 0.0521 0.5549 0.005
```
Positions in Å, forces in eV/Å.

Calculated values
LUMO in eV: 3.57
Total charge: -1
Kohn-Sham gap in eV: 7.961
HOMO energy in eV: -4.40